# 1
{"formula": "C19H26AsBCoN8O6S", "method": "ωB97M-V with the def2-TZVPD basis set", "symbols": ["H", "N", "O", "H", "H", "C", "C", "C", "C", "H", "H", "H", "N", "Co", "N", "O", "H", "C", "H", "H", "H", "C", "H", "H", "H", "H", "C", "H", "N", "C", "H", "H", "H", "C", "C", "H", "N", "H", "H", "O", "C", "C", "C", "C", "C", "H", "C", "C", "B", "N", "N", "O", "S", "H", "O", "N", "C", "H", "As", "C", "H", "O", "H"], "coordinates": [[-2.14, -1.40, 2.28], [-0.13, -0.98, 2.00], [-0.58, 1.96, 1.82], [3.59, -1.71, -2.51], [-2.69, 0.12, -3.87], [0.98, 4.52, 3.62], [-2.09, 1.88, -1.20], [1.38, -1.85, -2.69], [-2.72, 1.84, -2.45], [1.23, 6.50, 4.38], [2.67, 7.22, 2.50], [0.36, 4.16, 4.44], [-1.69, -0.07, -2.02], [0.13, 0.67, 0.26], [-2.31, -2.20, 0.01], [1.70, 1.18, 1.94], [-3.40, -5.27, -0.51], [1.30, 3.65, 2.59], [0.87, -4.06, 3.08], [-1.27, -1.89, -3.27], [1.25, -2.35, 1.25], [-2.22, -3.73, -1.58], [0.62, -0.44, 2.42], [-1.60, 0.15, 2.93], [-0.42, -2.92, 1.28], [1.15, -2.35, -3.61], [2.27, -0.86, -0.94], [-0.30, -0.95, 4.68], [-1.85, -2.48, -1.21], [-1.34, -0.89, 2.81], [-3.29, 2.62, -2.92], [3.19, 5.65, 0.66], [-1.41, -3.39, 3.44], [-2.98, -3.27, 0.42], [-2.43, 0.58, -2.94], [-2.04, 2.67, -0.47], [0.95, -0.83, -0.80], [-0.58, -3.41, 4.88], [2.92, -0.38, -0.22], [3.88, 1.99, 0.10], [2.58, 5.33, 1.50], [2.27, 6.21, 2.53], [2.60, -1.52, -2.12], [0.33, -2.35, 1.83], [-2.95, -4.29, -0.55], [-1.96, -4.13, -2.54], [0.59, -3.02, 3.19], [-1.10, -1.50, 4.19], [-1.12, -1.49, -2.15], [0.40, -1.42, -1.88], [-1.49, 0.72, -0.96], [2.79, 4.20, -1.14], [0.68, 2.00, 2.61], [2.77, 3.81, -2.02], [0.46, 1.58, 3.99], [-0.68, -2.93, 3.99], [1.47, 5.81, 3.59], [-3.50, -3.28, 1.37], [2.51, 2.85, 0.02], [2.09, 4.03, 1.52], [-2.00, -1.49, 4.81], [1.15, 2.13, -0.64], [1.37, -2.48, 3.73]], "homo_ev": [-8.1942, -8.2653], "energy_ha": -5670.764780, "s_squared": 0.756, "fmax_ha_per_bohr": 0.0256, "e_above_lowest_ev": 0.352, "spin_multiplicity": 2, "orbital_gap_ev": [7.34, 7.41]}

# 2
{"formula": "C19H26AuBrN6O", "method": "ωB97M-V with the def2-TZVPD basis set", "symbols": ["C", "H", "C", "H", "H", "H", "Au", "C", "N", "H", "Br", "C", "C", "C", "H", "H", "C", "C", "N", "H", "C", "H", "H", "C", "H", "C", "C", "H", "H", "C", "H", "H", "H", "H", "H", "H", "O", "C", "C", "H", "N", "H", "C", "C", "H", "N", "H", "C", "H", "C", "N", "H", "H", "N"], "coordinates": [[-2.30, -2.24, -2.36], [-0.10, 4.58, -2.43], [-4.50, -1.49, -0.94], [-1.67, 2.87, -3.41], [-2.06, 1.42, -1.54], [1.38, 4.69, 0.26], [-0.04, -1.00, -0.33], [1.73, 4.24, -0.67], [-0.06, 1.03, -1.02], [0.41, 0.19, 2.32], [-2.91, -0.26, 1.08], [-0.38, 3.68, -1.89], [-4.66, -2.17, -2.13], [0.16, -2.51, 4.36], [-1.20, 3.93, -1.21], [0.12, -2.17, 6.38], [-3.21, -1.22, -0.53], [-0.79, 2.58, -2.84], [0.28, -1.76, 1.65], [0.10, -3.79, 1.23], [2.68, -2.34, -0.24], [0.02, 2.39, -3.55], [1.76, 5.02, -1.42], [2.98, 2.49, 0.52], [-0.01, -3.82, 5.92], [0.29, -1.16, 3.96], [3.10, 3.62, -0.48], [3.47, 3.24, -1.44], [-3.63, -3.09, -3.79], [0.16, -3.06, 2.02], [2.28, -3.34, -0.37], [-1.40, -2.52, -2.89], [0.00, -4.52, 3.55], [2.63, -2.07, 0.81], [3.69, -2.29, -0.64], [3.81, 4.36, -0.12], [1.96, -0.93, -2.13], [0.33, -0.84, 2.63], [0.84, 1.96, -0.71], [0.34, -0.37, 4.70], [1.85, 1.63, 0.14], [3.88, 1.88, 0.54], [1.85, -1.41, -1.07], [0.10, -3.46, 3.32], [-5.34, -1.17, -0.34], [0.78, 3.23, -1.14], [-1.15, 0.47, -2.72], [-1.09, 1.33, -2.04], [-5.66, -2.40, -2.49], [-3.54, -2.55, -2.86], [0.09, -2.86, 5.64], [1.90, 0.66, 0.40], [2.82, 2.89, 1.52], [-2.12, -1.58, -1.20]], "homo_ev": -14.3846, "charge": 2, "energy_ha": -3852.577461, "fmax_ha_per_bohr": 0.0238, "e_above_lowest_ev": 0.996, "spin_multiplicity": 1, "orbital_gap_ev": 7.10}

# 3
{"formula": "C19H26BN7O2Pt", "method": "ωB97M-V with the def2-TZVPD basis set", "symbols": ["C", "C", "O", "H", "H", "H", "C", "H", "H", "N", "C", "H", "H", "C", "H", "H", "H", "H", "C", "H", "C", "C", "N", "H", "H", "O", "H", "C", "C", "C", "B", "H", "N", "N", "C", "C", "H", "C", "C", "H", "H", "C", "H", "H", "Pt", "C", "H", "C", "N", "H", "N", "N", "H", "H", "C", "H"], "coordinates": [[3.62, 0.02, -1.22], [2.99, 0.06, 0.01], [-0.39, -2.67, 3.91], [-0.32, -2.38, -4.02], [-2.52, -2.32, 1.93], [0.70, -1.30, 6.03], [0.17, 0.66, 5.16], [-0.95, -3.07, 2.08], [-1.40, 2.59, 2.09], [-0.84, -1.34, -0.16], [-1.33, -2.35, -3.60], [-2.28, -3.98, 1.37], [-2.91, 3.28, 1.45], [-1.52, 2.67, -0.03], [4.19, 0.93, 1.54], [-2.27, -4.02, -1.32], [2.76, 0.07, 2.13], [-1.85, -1.51, -4.05], [2.61, 0.02, -2.19], [-1.03, -0.99, 6.01], [-1.83, 3.21, 1.31], [-1.76, -3.08, -1.15], [-0.71, -1.17, -1.49], [2.27, 0.88, -4.11], [3.79, -0.02, -3.94], [0.37, 1.63, 2.88], [-1.90, 3.29, -4.00], [-1.82, -3.00, 1.43], [-1.32, 2.30, -2.23], [-1.37, 2.39, -3.70], [-0.01, 0.05, -2.08], [-0.02, 0.03, -3.26], [-0.07, -0.52, 3.13], [-0.85, 1.52, -0.24], [0.17, 0.69, 3.66], [-0.09, -0.82, 5.47], [-1.89, 1.53, -4.13], [-1.48, -2.51, 0.08], [-1.83, 3.19, -1.29], [-1.84, -3.27, -3.87], [2.25, -0.89, -4.08], [-1.28, -2.22, -2.13], [-1.43, 4.22, 1.40], [1.12, 1.03, 5.54], [0.08, 0.16, 1.11], [3.56, 0.06, 1.39], [-0.60, 1.34, 5.54], [2.74, 0.00, -3.66], [-0.72, 1.29, -1.55], [-0.37, 2.42, -4.13], [1.43, 0.06, -1.54], [1.67, 0.09, -0.22], [4.18, -0.83, 1.54], [-2.35, 4.11, -1.48], [-0.21, -1.51, 4.10], [4.68, -0.02, -1.40]], "homo_ev": -15.4336, "charge": 2, "energy_ha": -1417.016626, "fmax_ha_per_bohr": 0.0514, "e_above_lowest_ev": 1.447, "spin_multiplicity": 1, "orbital_gap_ev": 5.25}

# 4
{"formula": "C19H26BN7Pd", "method": "ωB97M-V with the def2-TZVPD basis set", "symbols": ["N", "C", "C", "C", "H", "B", "H", "H", "C", "H", "N", "H", "C", "H", "C", "C", "H", "C", "H", "H", "C", "H", "N", "H", "H", "H", "C", "N", "H", "H", "C", "H", "H", "C", "H", "N", "C", "H", "H", "C", "C", "C", "H", "H", "C", "N", "H", "C", "H", "C", "Pd", "N", "H", "H"], "coordinates": [[-0.60, -0.72, 4.21], [0.68, 3.17, -2.22], [0.24, 3.71, -1.00], [2.28, 0.71, 1.03], [-1.48, 0.45, 2.73], [0.78, 0.70, -3.21], [2.32, 1.15, 0.05], [1.06, 1.15, -4.29], [2.39, -0.39, 3.56], [0.14, -0.48, 6.18], [1.78, -0.42, -2.74], [2.41, -0.88, 4.54], [-1.18, 0.51, 3.78], [-0.46, 2.59, 0.82], [1.29, -0.18, 1.39], [-0.64, -1.02, 5.61], [-2.06, 0.70, 4.42], [-2.45, -0.74, -2.22], [-2.33, -2.03, -0.13], [3.37, -0.45, -4.19], [3.36, 0.54, 3.20], [4.13, 0.80, 3.93], [0.58, 1.82, -2.15], [-1.37, 0.36, -5.15], [-0.39, -2.01, 2.61], [-0.50, -2.10, 5.76], [0.24, -1.50, 3.34], [-1.15, -0.51, -1.96], [4.38, -2.46, -2.53], [-0.50, 1.37, 3.91], [2.65, -1.94, -1.36], [1.04, 3.68, -3.10], [0.70, -2.26, 3.98], [-2.76, -0.48, -3.54], [-0.99, -2.41, 1.08], [0.09, 1.46, -0.89], [-0.11, 2.59, -0.21], [2.64, -2.59, -0.50], [0.82, -1.84, -0.70], [-1.57, 0.00, -4.13], [3.50, -1.84, -2.44], [3.31, 1.12, 1.93], [-3.10, -1.07, -1.43], [4.04, 1.88, 1.64], [-1.78, -1.65, 0.75], [-0.61, -0.02, -3.16], [-1.62, -0.70, 6.01], [1.31, -0.68, 2.68], [-2.20, -1.04, 1.57], [2.96, -0.84, -3.27], [-0.30, -0.81, -0.19], [1.63, -1.07, -1.52], [-3.73, -0.58, -4.03], [0.19, 4.75, -0.71]], "homo_ev": [-5.9084, -7.3554], "energy_ha": -1275.373981, "s_squared": 2.014, "fmax_ha_per_bohr": 0.1085, "e_above_lowest_ev": 2.267, "spin_multiplicity": 3, "orbital_gap_ev": [6.32, 5.94]}